Below is 5 unconnected molecules or ions with the total composition C30H36FN7S at a distorted geometry, with properties calculated with ωB97M-V/def2-TZVPD.

Structure (XYZ):
```
75
Properties=species:S:1:pos:R:3:forces:R:3
C -1.25642 -1.56147 0.02234 -0.725 -0.164 -0.098
C -2.16162 -2.69654 0.76812 -0.754 1.335 -0.844
S -1.07769 -3.99846 1.57981 -0.774 0.581 0.640
C -0.74916 -3.38795 3.33518 0.256 -0.350 0.032
C 0.27334 -2.14201 3.31647 1.560 -0.256 -0.101
C 1.75717 -2.78114 3.52854 3.318 -1.425 1.517
N 2.83173 -3.27832 3.81155 -6.141 2.861 -1.855
C 0.07855 -1.08170 4.51217 -0.492 -0.279 1.889
N 0.40320 -1.83738 5.79555 -1.149 1.075 -0.229
C -1.47258 -0.60732 4.70350 -3.263 1.925 -4.222
N -2.57244 -0.19450 4.37213 5.956 -2.422 2.495
C 1.08937 0.16453 4.47156 0.414 -0.325 -0.508
C 1.02276 1.05975 3.13643 0.978 1.683 0.096
C 2.30769 0.93279 2.17209 -0.946 0.635 -0.434
F -0.14910 0.84879 2.31109 1.430 -0.110 1.351
H -1.35236 -0.56611 0.57997 0.556 -1.449 -0.765
H -1.62771 -1.35572 -1.05907 0.621 -0.473 1.912
H -0.18802 -1.96823 -0.03878 -1.440 0.926 0.084
H -2.85370 -3.13647 -0.07141 1.526 0.086 1.862
H -2.88834 -2.21999 1.53904 1.397 -0.843 -1.144
H -0.23543 -4.28650 3.86455 -0.899 1.548 -1.027
H -1.72922 -3.20253 3.89813 1.388 0.137 -0.932
H 0.33063 -1.61311 2.29044 -0.459 -0.873 1.762
H -0.35553 -2.53969 5.94677 0.850 0.720 -0.090
H 0.27108 -1.11536 6.54049 0.212 -1.045 -0.543
H 2.16921 -0.26675 4.52014 -1.959 0.441 -0.059
H 0.99969 0.82481 5.42427 -0.253 -1.162 -1.708
H 0.98368 2.17867 3.47553 -0.104 -2.040 -0.683
H 2.23096 1.82092 1.42504 0.192 -1.523 1.272
H 2.23427 -0.02264 1.54315 0.349 1.201 1.108
H 3.30377 1.03990 2.73751 -1.648 -0.386 -0.781
N 1.79017 4.58020 4.37157 0.237 0.374 0.546
C 2.93001 5.28566 4.27469 -0.476 -0.381 -0.112
C 3.39606 6.13782 5.26269 -0.102 0.007 0.113
C 2.64224 6.27614 6.41946 0.024 0.050 0.065
C 1.45967 5.56110 6.54609 0.134 0.072 -0.026
C 1.08096 4.73170 5.50301 0.201 -0.180 -0.549
H 3.48231 5.14650 3.35083 0.022 0.040 0.055
H 4.32434 6.67996 5.13124 -0.055 -0.043 -0.020
H 2.97334 6.93490 7.21519 -0.025 -0.050 -0.060
H 0.84673 5.64572 7.43495 0.017 -0.025 -0.067
H 0.16626 4.14917 5.55642 0.006 0.055 0.045
N -0.57704 0.81799 -2.39573 0.209 0.392 -0.640
C 0.48754 1.63817 -2.39133 -0.474 -0.422 0.142
C 0.90221 2.36980 -3.49269 -0.081 -0.011 -0.093
C 0.18004 2.24705 -4.67113 -0.022 0.090 -0.089
C -0.92299 1.40572 -4.70533 0.123 0.078 0.015
C -1.25890 0.71960 -3.54924 0.239 -0.052 0.615
H 1.02103 1.69751 -1.44791 0.006 0.033 -0.044
H 1.76756 3.01837 -3.43112 -0.035 -0.049 0.004
H 0.47406 2.80253 -5.55547 -0.009 -0.036 0.063
H -1.50847 1.28626 -5.60875 0.013 -0.003 0.063
H -2.11508 0.05233 -3.52438 0.016 0.028 -0.056
N -4.35683 -4.70663 -1.77025 -0.763 0.152 -0.201
C -4.65726 -4.78775 -3.07788 0.317 0.012 0.581
C -5.93564 -4.63027 -3.58805 -0.097 0.017 0.097
C -6.97053 -4.37791 -2.69957 -0.100 0.015 -0.027
C -6.69187 -4.29107 -1.34329 -0.005 -0.017 -0.131
C -5.37963 -4.45981 -0.93103 0.604 -0.133 -0.313
H -3.81582 -4.98982 -3.73294 -0.061 0.012 -0.018
H -6.11773 -4.70357 -4.65318 0.037 -0.005 0.058
H -7.98545 -4.25004 -3.06075 0.073 -0.008 0.027
H -7.47622 -4.09619 -0.62234 0.068 -0.009 -0.020
H -5.11111 -4.39749 0.11912 -0.057 0.000 -0.024
N 3.99353 1.73635 -6.63118 -0.199 -0.451 -0.507
C 2.96298 0.89123 -6.45868 0.461 0.423 0.079
C 2.56500 -0.04230 -7.40220 0.078 0.008 -0.146
C 3.26726 -0.10801 -8.59728 -0.024 -0.052 -0.063
C 4.33514 0.75434 -8.80305 -0.124 -0.096 0.041
C 4.65701 1.65015 -7.79623 -0.202 0.157 0.568
H 2.44396 0.98342 -5.51037 0.006 -0.089 -0.060
H 1.72727 -0.70084 -7.20801 0.043 0.049 0.023
H 2.98529 -0.82475 -9.36127 0.023 0.050 0.055
H 4.90454 0.73051 -9.72405 -0.015 0.019 0.065
H 5.48570 2.34233 -7.90828 -0.027 -0.048 -0.050
```
Forces are in eV/Å.

DFT total energy: -55672.4388 eV
HOMO: -8.6 eV
SMILES: CCSC[C@H](C#N)[C@](N)(C#N)C[C@@H](C)F.c1ccncc1.c1ccncc1.c1ccncc1.c1ccncc1
Largest force on an atom: 7.02 eV/A
Orbital gap: 9.1 eV
Charge: 0